# 1
{"formula": "C15H23I2IrOP2", "method": "the ωB97M-V functional and the def2-TZVPD basis", "elements": ["I", "I", "Ir", "P", "C", "C", "H", "H", "H", "H", "H", "H", "C", "H", "H", "H", "P", "C", "C", "H", "H", "H", "C", "H", "H", "H", "H", "H", "H", "C", "O", "C", "C", "C", "C", "C", "C", "C", "C", "H", "H", "H", "H", "H"], "coordinates": [[2.9596, -0.5166, 1.9971], [-1.4212, -1.9679, -1.2806], [0.8758, -0.9583, 0.5269], [2.1957, -0.3714, -1.3779], [2.1457, 1.3949, -1.8683], [4.0022, -0.6420, -1.2818], [4.4757, -0.4836, -2.2600], [2.3768, -1.0377, -3.7377], [4.1783, -1.6690, -0.9552], [1.7080, -2.3221, -2.6965], [2.4157, 2.0470, -1.0262], [4.4364, 0.0472, -0.5513], [1.6923, -1.2516, -2.9074], [2.8239, 1.5741, -2.7147], [0.6708, -0.9809, -3.1896], [1.1207, 1.6177, -2.1798], [0.0244, -2.2683, 2.2795], [-1.0366, -1.2111, 3.3276], [-1.0368, -3.6896, 1.8518], [1.9639, -3.5899, 2.9287], [0.6379, -3.6679, 4.1319], [1.7007, -2.2150, 4.0502], [1.2116, -3.0056, 3.4698], [-0.4957, -4.3489, 1.1646], [-1.2612, -4.2236, 2.7858], [-1.4244, -1.8387, 4.1405], [-1.8614, -0.8284, 2.7124], [-1.9543, -3.3268, 1.3747], [-0.4432, -0.3772, 3.7248], [0.0987, 0.7658, 1.1251], [-0.0831, 1.6795, 1.8658], [-0.3424, 0.3992, -0.1807], [-1.2046, 0.7560, -1.1272], [-1.9203, 1.9642, -1.3218], [-1.3364, 3.2373, -1.0164], [-2.1332, 4.3713, -0.9291], [-3.5157, 4.2839, -1.2074], [-4.0741, 3.0537, -1.5966], [-3.2779, 1.9247, -1.7094], [-0.2734, 3.2586, -0.7687], [-1.6807, 5.3128, -0.6347], [-4.1227, 5.1642, -1.1220], [-5.1403, 2.9895, -1.8114], [-3.6753, 0.9507, -2.0045]], "e_above_lowest_ev": 1.245, "e_tot_ha": -2041.794807, "orbital_gap_ev": [6.12, 4.81], "homo_energy_ev": [-16.97, -18.50], "total_charge": 3, "s_squared": 8.8172, "multiplicity": 6}

---

# 2
{"formula": "C15H23IN3O9P2S", "method": "the ωB97M-V functional and the def2-TZVPD basis", "elements": ["C", "C", "O", "C", "C", "O", "C", "C", "C", "C", "C", "C", "O", "C", "C", "I", "C", "N", "S", "N", "C", "C", "P", "P", "O", "O", "O", "H", "H", "H", "H", "H", "H", "H", "H", "H", "H", "H", "H", "H", "H", "H", "H", "H", "H", "H", "H", "H", "H", "H", "N", "O", "O", "O"], "coordinates": [[2.2372, 3.7374, 0.6023], [0.7569, 3.1980, 1.0858], [-0.3609, 3.6639, 0.2361], [-0.4062, 2.9455, -1.0508], [-1.6913, 1.8746, -1.0354], [-1.8942, 1.5135, 0.3768], [-2.1539, 0.0649, 0.5433], [-0.9912, -1.1172, 0.3241], [0.5242, -0.7063, -0.1472], [1.6838, -0.8926, 0.9976], [3.0308, -0.0924, 0.4120], [4.4290, -0.9171, 0.6437], [5.5209, -0.0675, 0.0668], [5.6436, -0.2936, -1.3817], [-1.3874, -2.7210, 0.5459], [-0.0125, -4.4063, 0.3032], [-2.9549, -3.0826, 0.9767], [-3.5913, -4.4459, 1.2000], [-5.3078, -4.1960, 1.6001], [-5.4893, -2.4536, 1.5417], [-4.1065, -1.9252, 1.1860], [-3.7209, -0.3291, 0.9750], [-5.0108, 1.1118, 1.1718], [-7.0353, 0.4479, 0.7116], [-7.6343, -0.2221, 2.0139], [-7.9915, 1.8162, 0.2037], [-6.9938, -0.7537, -0.5904], [2.4431, 3.2934, -0.4617], [2.1835, 4.9205, 0.6270], [3.0276, 3.3242, 1.3877], [0.5085, 3.5904, 2.1850], [0.7538, 2.0090, 1.1887], [0.6101, 2.4318, -1.3346], [-0.5925, 3.7725, -1.8912], [-2.6518, 2.4206, -1.4854], [-1.4339, 0.8894, -1.6586], [0.8002, -1.4109, -1.0708], [0.6242, 0.3951, -0.5566], [1.9086, -2.0099, 1.2664], [1.3381, -0.2484, 1.9389], [3.0612, 1.0287, 0.8211], [2.8514, 0.0284, -0.7618], [4.7117, -1.0648, 1.7716], [4.4922, -1.9479, 0.0880], [6.1176, 0.6665, -1.9025], [4.6263, -0.5005, -1.9252], [6.3174, -1.2582, -1.5352], [-4.6217, 2.0500, 0.1096], [-7.8573, 1.8647, -0.7939], [-7.9446, -0.7412, -0.9307], [5.9084, -3.8138, -2.1471], [6.4475, -3.1198, -3.0251], [6.5814, -4.6390, -1.5075], [4.6965, -3.6826, -1.9087]], "e_tot_ha": -2804.835465, "orbital_gap_ev": 4.46, "homo_energy_ev": -4.64, "total_charge": -1}